1.
Computed, not measured: a cluster of 13 separate species, C48H77F18N14O18S6 in total, with ωB97M-V/def2-TZVPD.

```
181
Properties=species:S:1:pos:R:3:forces:R:3
C 1.1886 1.3486 -0.2815 -0.136 -0.143 -1.990
C 0.9651 0.2830 0.7458 0.139 0.049 0.539
N -0.2755 -0.4563 0.5189 -2.517 -0.733 2.764
C -0.5521 -1.4949 -0.3794 -0.387 1.998 0.607
C -1.8372 -1.8906 -0.1072 0.097 -0.951 -1.038
N -2.3415 -1.2688 1.0151 3.907 2.406 -1.177
C -1.3673 -0.3929 1.4026 0.926 -0.587 -1.750
C -3.4716 -1.6277 1.8031 -1.359 -0.413 1.745
H 1.6050 0.8179 -1.1377 1.202 0.357 -0.046
H 1.7463 2.2077 0.0913 0.248 -0.321 -0.274
H 0.3333 1.7081 -0.8537 -0.883 0.339 1.027
H 1.0435 0.7440 1.7304 -0.992 -0.228 0.198
H 1.8254 -0.3864 0.7374 -0.273 -0.374 -0.187
H 0.1870 -1.5847 -1.1618 -0.459 -0.789 -0.110
H -2.4151 -2.5864 -0.6972 -0.186 -0.139 0.351
H -1.3441 0.2695 2.2552 -0.487 -0.090 0.257
H -3.5664 -0.9516 2.6528 0.629 -0.031 0.249
H -3.2298 -2.6315 2.1523 -0.815 -0.161 0.192
H -4.4663 -1.5503 1.3640 0.524 -0.496 -0.885
C 2.0678 -8.4141 -1.4069 -0.662 0.362 1.500
C 2.5932 -7.0173 -1.0206 0.284 0.243 0.157
N 2.1833 -6.3212 0.2923 -3.080 0.801 -0.851
C 2.2796 -6.8675 1.5495 2.867 0.100 -0.250
C 1.9777 -5.8972 2.4131 -1.408 -0.461 2.835
N 1.2794 -4.9027 1.8092 0.092 -1.172 -3.287
C 1.3830 -5.1605 0.4858 1.501 -1.997 -0.497
C 0.2818 -3.9926 2.3881 0.891 0.522 -0.319
H 2.2016 -8.5467 -2.4804 -0.082 0.018 0.117
H 1.0173 -8.4429 -1.1176 -0.219 -0.227 -0.433
H 2.5430 -9.2405 -0.8783 0.188 0.145 -0.019
H 2.3127 -6.4190 -1.8875 0.003 0.740 0.603
H 3.6814 -7.0777 -1.0056 -0.002 0.421 0.160
H 2.8757 -7.7325 1.8002 -0.141 -0.097 -0.362
H 2.0457 -5.9193 3.4907 -0.069 -0.090 -0.082
H 0.8767 -4.6932 -0.3458 -0.020 0.296 0.404
H -0.3849 -4.5107 3.0774 0.094 0.012 -0.156
H -0.2655 -3.6173 1.5235 -0.240 0.118 0.336
H 0.8948 -3.2184 2.8498 -0.549 0.258 0.278
C -2.8482 8.8549 -4.3064 -0.647 -0.264 -0.688
C -2.2930 7.9892 -5.4427 -0.533 -0.342 0.806
N -1.4378 6.9137 -4.8715 2.152 -0.060 1.142
C -0.9367 5.8406 -5.5857 -0.621 -0.991 1.513
C -0.3130 4.9875 -4.6821 -0.085 2.325 -1.880
N -0.2313 5.7132 -3.4982 -0.007 -1.486 -0.619
C -0.9062 6.8334 -3.5938 -1.244 0.792 -2.240
C 0.5763 5.2974 -2.3786 0.420 0.105 0.781
H -3.3495 8.2336 -3.5643 0.526 -0.132 0.347
H -3.7109 9.4171 -4.6640 0.356 0.385 -0.336
H -2.1025 9.5368 -3.8978 -0.164 -0.102 0.139
H -1.7701 8.5625 -6.2081 0.266 -0.121 0.207
H -3.0805 7.4148 -5.9305 -0.187 0.331 -0.050
H -1.1426 5.6977 -6.6363 -0.124 0.001 0.151
H 0.2074 4.0922 -4.9887 0.044 -0.056 0.808
H -0.9626 7.6108 -2.8463 -0.228 -0.253 0.032
H 0.1552 5.6636 -1.4423 -0.114 -0.235 -0.039
H 1.5680 5.7365 -2.4877 0.089 -0.113 -0.049
H 0.6653 4.2111 -2.3679 -0.145 0.155 0.096
C -7.8295 -0.6825 1.2595 1.461 0.448 0.967
C -7.5735 0.7340 0.7440 -1.233 0.739 -1.441
N -6.2567 1.3856 1.0631 1.776 0.498 0.824
C -5.8184 1.7496 2.3632 3.120 0.862 -2.047
C -4.4872 2.2821 2.1910 -3.584 -0.963 1.357
N -4.1900 2.2756 0.8743 -2.364 -0.425 -0.471
C -5.2510 1.7026 0.1794 0.114 0.321 1.754
C -3.0084 2.9395 0.3763 1.503 -1.186 -1.654
H -7.7046 -0.6783 2.3423 0.412 -0.057 0.176
H -7.0469 -1.3146 0.8399 -0.358 -0.475 0.039
H -8.8215 -1.1305 1.2016 -0.006 0.476 -0.945
H -8.3918 1.4288 0.9333 0.235 0.292 1.379
H -7.7085 0.8586 -0.3304 0.840 -0.830 -0.468
H -6.3674 1.6791 3.2906 -0.146 -0.331 -0.345
H -3.8246 2.6747 2.9481 0.116 -0.085 0.006
H -5.2172 1.5080 -0.8824 -0.281 -0.128 0.173
H -2.2955 2.1633 0.0981 0.367 -0.375 0.512
H -2.4845 3.6167 1.0507 -0.770 0.043 0.397
H -3.0987 3.3697 -0.6211 -0.944 0.577 0.229
C 1.6278 -0.7965 -4.0754 0.059 -0.798 -1.054
C 1.6974 -2.3114 -3.7350 -1.132 0.756 0.487
N 0.3389 -2.9265 -3.8464 -2.926 -2.019 0.696
C -0.9230 -2.3224 -4.2251 0.893 -2.275 0.210
C -1.8855 -3.3309 -4.2267 1.064 0.973 0.527
N -1.3108 -4.5066 -3.8089 3.505 1.038 0.410
C 0.0289 -4.2526 -3.5146 -1.928 1.680 -2.113
C -1.9289 -5.8425 -3.7625 -0.266 -0.060 1.218
H 1.0945 -0.6687 -5.0174 0.219 -0.123 -0.340
H 2.6454 -0.4428 -4.2413 -0.066 0.117 0.223
H 1.0746 -0.1221 -3.4216 0.250 -0.496 0.708
H 2.0421 -2.4288 -2.7076 -0.036 -0.175 0.006
H 2.3401 -2.8991 -4.3904 0.107 0.448 -0.141
H -1.0296 -1.2875 -4.5148 0.125 -0.233 0.211
H -2.9508 -3.2317 -4.3739 -0.093 -0.092 0.052
H 0.7134 -5.0709 -3.3464 0.130 0.355 0.303
H -1.9118 -6.3634 -4.7198 -0.534 0.601 -0.132
H -2.8642 -5.6787 -3.2273 -0.588 -0.224 -0.711
H -1.4463 -6.5295 -3.0674 0.689 0.520 0.166
C 4.3792 4.0364 0.1888 -0.537 -1.004 0.057
C 4.3446 5.5415 0.1690 -2.486 -0.620 1.253
N 5.1331 6.0785 -0.8427 3.690 3.296 -4.858
C 6.5565 5.8283 -0.9836 -1.793 1.524 -0.715
C 7.0662 6.6749 -1.9638 -2.951 0.302 0.955
N 5.9415 7.4333 -2.4203 -0.381 -0.914 0.894
C 4.7974 7.0813 -1.7964 2.873 -2.626 2.298
C 5.9936 8.6064 -3.2891 -0.126 0.004 -0.677
H 4.1327 3.5693 -0.7648 0.681 0.422 -0.607
H 3.5287 3.5993 0.7120 0.214 0.424 0.949
H 5.3109 3.6250 0.5772 -0.123 -0.064 -0.069
H 4.5584 6.0320 1.1186 0.347 -0.298 0.152
H 3.3206 5.8596 -0.0268 -0.146 -0.006 -0.057
H 6.9802 5.1099 -0.2975 0.290 0.142 -0.322
H 8.0273 6.9884 -2.3440 0.080 -0.578 0.212
H 3.8134 7.4984 -1.9522 0.175 0.011 0.090
H 6.7529 9.2965 -2.9212 -0.331 0.095 0.055
H 4.9865 9.0221 -3.3203 0.268 0.367 0.306
H 6.2099 8.3707 -4.3310 0.285 -0.394 0.153
C 7.1045 -2.3612 2.3065 -0.520 0.625 -0.087
C 7.5482 -0.9047 2.3612 0.035 0.167 -0.349
N 6.3709 0.0778 2.5411 -0.480 -1.319 3.865
C 6.4783 1.4278 2.5359 -0.060 0.999 -1.684
C 5.2828 1.9432 2.9338 1.201 3.072 0.265
N 4.5584 1.0013 3.5313 2.782 -3.248 -1.054
C 5.2307 -0.1403 3.3081 1.370 -1.200 -1.463
C 3.2402 0.8819 3.9674 -3.479 0.678 0.275
H 6.5425 -2.4294 1.3751 -0.200 -0.857 0.318
H 6.5263 -2.6277 3.1913 -0.498 0.202 -0.194
H 7.9038 -3.0980 2.3862 0.395 0.470 -0.576
H 8.0022 -0.5650 1.4303 -0.238 -0.244 -0.244
H 8.3714 -0.8106 3.0695 -0.626 0.714 0.711
H 7.3656 1.9317 2.1821 -0.222 -0.020 -0.188
H 4.9650 2.9751 2.9079 0.045 -0.101 0.249
H 4.8834 -1.1385 3.5304 -0.201 0.203 0.049
H 2.7889 0.2021 3.2446 -0.510 -0.244 0.632
H 2.6605 1.8031 3.9097 0.362 0.300 -0.282
H 3.0911 0.6088 5.0120 0.480 -0.518 -0.137
C 0.7339 4.4294 1.9419 -2.358 -1.166 3.074
F 1.6653 5.3534 1.9861 0.718 0.514 -0.902
F 0.0944 4.3993 0.7571 1.254 -0.284 -0.611
F 1.3598 3.2162 2.2243 -0.406 1.250 -1.188
S -0.6525 4.6929 3.2873 -2.829 0.440 5.146
O -0.1111 5.4258 4.4309 1.529 1.548 -2.219
O -1.8290 5.3636 2.6735 2.250 -0.830 -1.114
O -0.9577 3.4122 3.8947 0.228 -1.309 -2.994
C -2.2126 -7.4374 0.8514 -3.200 1.321 -1.764
F -1.4580 -8.0156 -0.1178 0.741 0.345 0.444
F -3.3815 -8.1232 0.8087 0.508 0.301 0.047
F -1.7353 -7.5849 2.0379 1.592 -0.465 1.229
S -2.6771 -5.5323 0.5289 -3.405 0.233 -0.030
O -3.9622 -5.5720 -0.1897 2.269 -0.548 0.896
O -2.7873 -4.9695 1.8971 1.510 -0.891 -2.124
O -1.6249 -5.0005 -0.3689 1.058 -0.231 0.734
C -6.1080 -5.8668 4.6035 1.369 0.989 -1.033
F -6.7139 -6.8759 4.0080 -0.883 -0.432 0.108
F -6.6816 -5.6016 5.7966 0.347 -0.205 -0.849
F -4.8321 -6.3199 4.8282 -0.691 0.616 0.249
S -6.0860 -4.3345 3.3490 -1.008 2.344 -1.167
O -6.0732 -4.7975 1.9503 0.773 -0.579 2.184
O -7.3778 -3.6466 3.5945 1.158 -0.949 0.749
O -4.9156 -3.5240 3.7704 -1.096 -1.433 -0.227
C 4.6244 -1.0411 -0.9694 0.063 -3.092 0.363
F 3.9456 0.0994 -0.7929 1.002 -0.097 -0.559
F 4.6270 -1.4550 -2.2848 -0.385 1.178 1.188
F 5.9571 -0.9309 -0.6485 -1.544 0.652 0.005
S 3.7079 -2.4759 0.0670 1.200 -0.394 1.248
O 4.4638 -3.6833 -0.1516 0.597 0.557 -0.332
O 3.6423 -2.0422 1.4547 0.965 0.880 -0.040
O 2.3964 -2.5096 -0.4815 -1.716 0.579 -1.828
C -6.7913 -1.5447 -2.8320 1.289 -0.792 0.815
F -7.8334 -1.1591 -2.0987 0.245 0.928 0.026
F -7.2573 -2.4291 -3.6796 -0.156 -0.163 -1.167
F -6.2354 -0.4848 -3.5175 -0.808 -0.506 0.504
S -5.5041 -2.4397 -1.7683 -1.026 -5.369 1.102
O -4.5724 -3.1170 -2.6943 -0.664 1.158 -0.470
O -4.8381 -1.4555 -0.9826 0.623 2.559 0.762
O -6.2910 -3.4228 -0.9750 0.890 2.702 -2.049
C -0.5377 -0.2805 5.1061 -1.705 0.383 3.495
F -0.8318 -1.5051 4.7990 -0.196 -1.763 -1.759
F 0.2482 -0.4545 6.2352 0.255 1.088 -1.215
F 0.1093 0.3344 4.1295 1.052 0.027 -0.472
S -2.1172 0.6300 5.5867 -1.072 2.851 2.313
O -2.8656 -0.2229 6.5122 1.511 0.373 -1.253
O -1.5822 1.8820 6.1926 -0.465 -2.467 -1.056
O -2.8240 0.8673 4.3207 0.838 -0.629 -0.326
```
Positions in Å, forces in eV/Å.

Charge: +1
Strongest force on any atom: 6.93 eV/A

***

2.
Computed, not measured: a structure of composition C21H9Cl5N3O8RuS2, with ωB97M-V/def2-TZVPD.

```
49
Properties=species:S:1:pos:R:3:forces:R:3
Ru 0.3400 -0.7878 -0.2500 -2.982 -1.219 2.950
Cl -3.0280 -1.7240 1.0159 -0.146 -0.302 0.113
C -2.2606 -2.8068 -0.0897 0.069 0.041 0.091
C -1.0073 -2.5244 -0.6262 1.435 0.595 -0.472
C -0.4360 -3.5426 -1.3959 -0.306 0.214 0.186
Cl 1.1497 -3.2761 -1.9747 0.313 -0.285 -0.351
C -1.0716 -4.7451 -1.6763 0.015 0.004 -0.043
Cl -0.3015 -5.9470 -2.6540 -0.014 -0.018 0.004
C -2.3395 -4.9744 -1.1618 -0.088 -0.059 0.003
Cl -3.1654 -6.4574 -1.5028 -0.005 -0.016 -0.015
C -2.9295 -4.0074 -0.3607 0.074 0.123 -0.009
Cl -4.4977 -4.3082 0.3066 -0.037 -0.040 -0.006
O 1.9869 -0.4128 -2.1082 0.142 0.133 0.015
S 3.1499 -0.6763 -1.2618 0.379 -0.408 -0.583
O 4.2301 -1.3230 -1.9762 0.117 -0.091 0.227
O 2.7259 -1.3731 -0.0338 -0.304 0.307 -0.248
C 3.8565 0.9111 -0.7664 -0.130 0.117 0.013
C 5.2376 1.0183 -0.8799 -0.116 -0.003 -0.087
C 5.8842 2.2023 -0.5609 0.018 0.084 0.021
C 5.1505 3.3009 -0.1426 0.045 0.004 -0.056
C 3.7754 3.1970 0.0004 -0.071 -0.069 -0.091
C 3.1209 2.0095 -0.2991 0.037 -0.222 0.142
S 1.3951 1.8870 0.2035 0.269 0.704 -0.108
O 1.0554 3.1930 0.7156 0.049 0.014 0.113
O 0.6035 1.4934 -0.9673 0.312 0.041 0.059
O 1.4670 0.8065 1.1906 -0.134 0.068 -0.440
H 5.7822 0.1559 -1.2370 0.016 0.021 0.009
H 6.9633 2.2659 -0.6385 -0.004 -0.008 -0.039
H 5.6487 4.2378 0.0784 -0.005 -0.013 0.056
H 3.1751 4.0175 0.3688 0.039 0.016 0.002
O -1.7493 0.0607 -1.1781 0.189 -0.133 -0.459
C -1.9612 0.6353 -0.0970 -0.297 0.447 -0.141
O -1.2078 0.5085 0.8954 0.841 -0.644 -0.235
C -3.1891 1.4965 0.0481 0.037 -0.003 0.057
C -4.1387 1.5313 -0.9654 0.020 0.024 -0.010
C -5.2905 2.2912 -0.8166 0.010 -0.031 0.020
C -5.4953 3.0217 0.3482 0.018 -0.039 -0.020
C -4.5447 2.9894 1.3610 -0.037 -0.007 -0.004
C -3.3951 2.2257 1.2128 0.009 0.023 0.008
H -3.9511 0.9490 -1.8583 -0.014 0.008 0.004
H -6.0353 2.3049 -1.6041 0.015 0.018 0.003
H -6.3994 3.6081 0.4679 0.015 0.009 0.003
H -4.7083 3.5534 2.2720 0.028 0.005 -0.011
H -2.6404 2.1790 1.9875 -0.008 0.003 -0.009
N 3.4308 -2.2471 4.9512 0.000 0.072 -0.002
C 2.6074 -1.8781 4.2197 0.061 -0.381 -0.330
N 1.6387 -1.4133 3.4921 -0.356 0.651 0.504
C 1.0259 -1.6736 2.4368 0.238 -0.663 -0.096
N 0.3429 -1.9525 1.5109 0.243 0.908 -0.735
```
Positions in Å, forces in eV/Å.

Expectation value of S²: 0.86
Multiplicity: 2
Charge: -2
Strongest force on any atom: 4.37 eV/A

***

3.
Computed, not measured: an isolated molecule of C4H3F3, with ωB97M-V/def2-TZVPD.

```
10
Properties=species:S:1:pos:R:3:forces:R:3
C 1.7734 0.3956 -0.1355 -1.763 2.026 -1.392
C 0.4390 0.7457 -0.1314 3.359 -0.965 1.967
F -0.1409 1.8816 0.2746 0.253 0.135 -0.772
C -0.3510 -0.4445 0.0577 -3.218 1.397 -1.005
F 0.4541 -1.5165 0.1614 -2.477 -1.751 0.567
C -1.7089 -0.5293 0.0587 0.952 0.710 0.186
F -2.6665 0.4717 -0.1392 2.308 -1.350 0.290
H 2.6034 1.1417 -0.1231 -0.725 -1.075 0.044
H 1.7260 -0.6988 -0.3662 2.219 1.918 0.024
H -2.1286 -1.4473 0.3429 -0.907 -1.045 0.092
```
Positions in Å, forces in eV/Å.

Charge: 0
Strongest force on any atom: 4.01 eV/A

***

Record-wise electronic energy values, in eV: -222648.9259; -129638.7410; -12345.7027